Record 1
ORCA calculation (ωB97M-V with the def2-TZVPD basis set) on C24H27F5MnN6PS3Se as an isolated structure.

CARTESIAN COORDINATES (ANGSTROEM)
Mn 0.08160 -0.50213 0.16190
C 4.11536 2.25986 2.59934
N 3.27843 1.11095 2.26194
C 3.37672 -0.12742 2.82575
C 2.41048 -0.89717 2.24873
N 1.72878 -0.14327 1.33508
C 2.27568 1.07233 1.35890
P 1.73957 2.49210 0.35132
C 1.62497 1.59797 -1.22642
N 1.06621 0.39874 -1.39338
C 1.12873 0.12762 -2.73340
C 1.72822 1.17327 -3.37004
N 2.02395 2.09812 -2.41110
C 2.66766 3.38662 -2.65448
C -0.02954 2.46268 0.78418
N -0.78579 1.37118 0.86667
C -2.03309 1.79385 1.22309
C -2.02784 3.15313 1.34436
N -0.75836 3.56384 1.06281
C -0.29449 4.94676 1.10998
H 4.82408 1.94534 3.35948
H 4.65855 2.59674 1.71990
H 3.50064 3.06468 2.99494
H 4.11670 -0.34898 3.57296
H 2.18323 -1.93308 2.42805
H 0.73852 -0.77533 -3.16750
H 1.96975 1.33764 -4.40488
H 2.79277 3.49860 -3.72760
H 2.03645 4.19185 -2.28572
H 3.64311 3.41323 -2.17461
H -2.85651 1.11886 1.37431
H -2.80127 3.85266 1.60630
H -1.16647 5.59466 1.09398
H 0.27161 5.12358 2.02234
H 0.31768 5.16007 0.23708
C 0.25210 -4.27639 1.72258
C -0.46896 -3.25696 2.59134
S -1.11194 -1.73041 1.84614
C -2.65568 -2.12933 0.98980
C -2.58845 -2.52154 -0.48390
S -1.16414 -1.87649 -1.40251
C 0.16270 -3.14390 -1.28477
C -0.22954 -4.59933 -1.08520
S -0.84682 -5.10288 0.54864
H 0.66666 -5.03962 2.38401
H 1.10612 -3.83611 1.20777
H 0.18416 -2.89757 3.38938
H -1.32858 -3.71226 3.08630
H -3.21934 -1.19934 1.08636
H -3.19813 -2.87886 1.56718
H -3.45449 -2.11452 -1.00719
H -2.60730 -3.59744 -0.61347
H 0.88241 -2.85360 -0.51361
H 0.68639 -3.05616 -2.23783
H 0.64416 -5.20078 -1.34200
H -1.01641 -4.89308 -1.78296
F -2.50885 6.01807 -6.40201
C -2.40747 5.07893 -5.49074
C -1.36738 5.12735 -4.56263
F -0.49157 6.12178 -4.60410
C -1.26790 4.13378 -3.61452
F -0.25340 4.20194 -2.73894
C -2.17612 3.06894 -3.54732
Se -1.99860 1.74874 -2.26679
C -3.20510 3.05230 -4.49710
F -4.08771 2.06660 -4.49041
C -3.32964 4.03944 -5.45842
F -4.30937 4.00279 -6.34320

Atomic forces in eV per Å
0.0 -0.1 0.0
0.0 0.0 0.0
-0.1 -0.1 0.0
0.0 0.0 0.0
0.0 0.0 0.0
0.1 0.1 0.0
-0.1 -0.1 0.0
0.1 0.1 0.0
-0.2 -0.1 0.1
0.1 0.1 0.0
0.0 0.0 0.0
0.0 0.0 0.0
0.0 -0.1 0.0
0.0 0.0 0.0
0.0 -0.1 0.0
0.0 0.1 0.0
0.0 0.1 0.0
-0.1 0.0 0.0
0.0 -0.1 0.0
0.0 0.0 0.0
0.0 0.0 0.0
0.0 0.0 0.0
0.0 0.0 0.0
0.0 0.0 0.0
0.0 0.0 0.0
0.0 0.0 0.0
0.0 0.0 0.0
0.0 0.0 0.0
0.1 0.0 0.0
0.0 0.0 0.0
0.0 0.0 0.0
-0.1 0.0 0.0
0.0 0.0 0.0
0.0 0.0 0.0
0.0 0.0 0.0
0.1 0.1 0.0
-0.1 -0.1 0.1
0.1 0.1 0.0
-0.2 0.0 0.0
0.0 0.0 0.0
0.0 0.1 0.1
0.1 -0.1 0.1
0.1 0.0 -0.1
-0.1 0.0 0.0
-0.1 0.0 0.0
0.0 0.0 0.0
0.0 0.0 0.0
0.0 0.0 0.0
0.0 0.0 0.0
0.1 0.0 0.0
0.0 0.0 0.0
0.0 0.0 0.0
-0.1 0.0 -0.1
0.0 0.0 0.0
0.0 0.0 0.1
0.0 0.0 0.0
0.0 0.0 0.0
0.0 -0.1 0.1
-0.1 -0.1 0.0
0.1 0.0 0.0
0.0 0.1 -0.1
-0.1 0.1 0.0
0.1 0.1 -0.1
0.0 0.0 0.1
-0.1 0.0 -0.1
0.0 0.1 0.0
0.1 0.0 0.1
0.0 0.0 0.0

## Properties
LUMO energy (spin up / spin down), eV: -4.921 / -7.029
Multiplicity: 5
HOMO (spin up / spin down), eV: -13.481 / -13.678
HOMO-LUMO gap (spin up / spin down), eV: 8.56 / 6.65
Charge: +2
Energy above the lowest of the compared OMol25 structures with the same formula, charge and spin, kcal per mole: 0.0
Energy, a.u.: -6846.47117


Record 2
ORCA calculation (ωB97M-V with the def2-TZVPD basis set) on C24H27IN4NiSSi as an isolated structure.

CARTESIAN COORDINATES (ANGSTROEM)
Ni 0.07143 0.16802 -0.27511
C 1.81566 2.23723 3.72045
N 0.65709 2.80443 3.10209
C 0.50994 4.23955 2.94848
C -0.68255 4.38272 1.98638
N -1.05827 3.00732 1.75273
C -0.24975 2.13258 2.37140
S -0.45933 0.48000 2.34896
H 1.83749 2.47761 4.78610
H 2.72209 2.63313 3.24886
H 1.78503 1.15461 3.59836
H 1.42289 4.67210 2.52862
H 0.31914 4.70049 3.92334
H -0.40238 4.87627 1.04857
H -1.51483 4.93398 2.43422
H -1.79148 2.71980 1.12679
C -2.95879 -1.73182 0.37412
Si -2.14754 -0.25228 -0.60403
C -3.25469 1.29844 -0.13099
C -2.62836 -0.72593 -2.43691
C -3.86006 -0.37370 -2.97524
C -4.23408 -0.79168 -4.24031
C -3.36970 -1.55730 -5.00122
C -2.13661 -1.91196 -4.48218
C -1.77723 -1.50844 -3.20947
H -4.02121 -1.75499 0.14712
H -2.83723 -1.62061 1.44650
H -2.53612 -2.68908 0.08307
H -4.26590 1.15247 -0.49008
H -2.88024 2.21753 -0.57706
H -3.31434 1.41285 0.94824
H -4.54828 0.22777 -2.39951
H -5.20539 -0.51849 -4.63087
H -3.65414 -1.87459 -5.99437
H -1.45355 -2.50151 -5.07625
H -0.81627 -1.80211 -2.81095
N 2.03623 -0.17490 -7.28831
C 1.79808 -0.05384 -6.17174
C 1.49720 0.08502 -4.80061
C 2.14917 -0.70567 -3.85590
C 1.83036 -0.59135 -2.51632
C 0.84610 0.30313 -2.08092
C 0.22712 1.11552 -3.03957
C 0.53341 1.00361 -4.38104
H 2.90335 -1.40962 -4.17459
H 2.36221 -1.22638 -1.81241
H -0.51608 1.84583 -2.73785
H 0.03143 1.62483 -5.10880
I 2.12493 2.98525 -0.36611
C 2.93212 1.11342 0.24772
C 4.28828 0.91649 0.28224
C 4.74736 -0.34152 0.66616
C 3.81278 -1.30660 1.01928
C 2.47039 -0.98968 0.99651
N 2.01789 0.20879 0.58340
H 4.97442 1.70014 0.00557
H 5.80278 -0.55393 0.69551
H 4.13063 -2.29254 1.31476
H 1.71221 -1.69858 1.31097

Atomic forces in eV per Å
0.7 0.4 1.3
0.3 -0.2 0.2
-0.3 -0.1 -0.5
0.1 0.3 0.1
-0.1 0.3 -0.1
0.3 -0.1 0.1
-0.3 0.6 0.1
-0.1 -1.1 -0.7
0.0 0.0 0.0
0.0 0.0 0.0
0.0 0.1 0.0
0.0 0.0 0.1
0.0 0.0 -0.1
0.0 0.0 0.2
0.1 0.0 0.0
0.0 -0.2 0.0
0.7 0.8 -0.2
-0.7 -0.1 -0.9
0.6 -0.8 -0.2
0.2 0.4 1.1
0.0 0.0 0.0
-0.2 0.1 -0.1
0.0 0.0 -0.1
0.1 -0.1 -0.1
0.0 0.0 0.0
-0.2 0.1 -0.1
0.0 0.0 0.3
0.1 -0.1 -0.1
-0.3 0.0 -0.1
0.1 0.2 -0.1
0.0 -0.1 0.2
-0.1 0.1 0.0
0.0 0.0 -0.1
0.0 0.0 -0.1
0.1 -0.1 0.0
0.2 0.0 0.0
0.1 0.0 -0.3
0.1 -0.1 -0.7
-0.3 0.0 0.9
0.2 0.1 -0.1
-0.1 0.2 0.2
-1.5 -0.7 0.7
0.3 -0.1 0.0
0.2 0.2 0.0
0.1 -0.1 -0.1
-0.1 0.0 0.0
-0.1 -0.1 0.0
0.0 0.0 -0.1
0.4 -0.3 0.2
-1.2 0.6 -0.1
0.7 -0.4 0.1
-0.6 0.3 -0.1
0.3 0.0 0.1
-0.2 0.4 -0.1
0.7 -0.3 -0.5
0.0 0.1 0.0
0.2 0.0 0.0
0.0 -0.1 0.1
0.0 0.0 -0.1

## Properties
LUMO energy (spin up / spin down), eV: -0.367 / -0.345
HOMO (spin up / spin down), eV: -7.708 / -7.537
HOMO-LUMO gap (spin up / spin down), eV: 7.34 / 7.19
Energy above the lowest of the compared OMol25 structures with the same formula, charge and spin, kcal per mole: 31.0
Energy, a.u.: -3643.42629


Record 3
ORCA calculation (ωB97M-V with the def2-TZVPD basis set) on C24H27IN4O4STi as an isolated structure.

CARTESIAN COORDINATES (ANGSTROEM)
Ti 0.61755 0.11737 -0.03305
C 0.72480 3.54418 0.40580
C -0.17315 2.36170 0.13609
C -0.43751 1.96718 -1.20541
C 0.24206 2.71212 -2.32680
C -1.43726 1.00064 -1.47195
C -1.87326 0.69006 -2.87386
C -2.09664 0.36460 -0.39970
C -3.11456 -0.70081 -0.69263
C -1.85958 0.77417 0.92926
C -2.76582 0.29367 2.02633
C -0.86363 1.74227 1.20355
C -0.61203 2.20174 2.61389
H 1.76897 3.24811 0.52468
H 0.41688 4.05935 1.31095
H 0.66382 4.26361 -0.40598
H -0.30273 3.63824 -2.52805
H 0.26743 2.14217 -3.25005
H 1.26405 2.97628 -2.06740
H -1.45800 -0.25678 -3.23243
H -1.59839 1.47682 -3.56848
H -2.95741 0.59349 -2.90636
H -4.09058 -0.24424 -0.88105
H -3.22877 -1.39388 0.13775
H -2.84794 -1.27666 -1.57678
H -2.38828 -0.60718 2.51769
H -3.75169 0.06399 1.63048
H -2.89086 1.06300 2.78361
H -1.19886 3.10044 2.82046
H 0.43702 2.44493 2.76819
H -0.89452 1.44654 3.34154
C 0.37667 -1.14134 3.87192
C -0.05587 -1.87996 2.65926
N 0.05616 -1.49748 1.39129
C -0.47061 -2.52542 0.63000
C -0.91596 -3.52537 1.43830
N -0.63596 -3.09497 2.70288
C -1.63831 -4.82793 1.23657
O -1.84333 -5.20792 0.00025
O -1.98541 -5.42771 2.21327
C -0.37920 -2.38437 -0.82779
O -0.79864 -3.18569 -1.62261
O 0.22586 -1.24524 -1.12570
H 0.68994 -0.13568 3.61384
H 1.21396 -1.65566 4.34723
H -0.42911 -1.09762 4.60602
H -0.86244 -3.64676 3.52310
H -1.49825 -4.60382 -0.68597
S 3.96305 0.15000 3.01774
C 2.79586 0.33684 2.01408
N 1.88203 0.49803 1.23388
I 2.28376 -0.47424 -5.75190
C 2.88477 -0.06218 -3.79331
C 4.22113 0.11196 -3.45498
C 4.52433 0.43552 -2.14263
C 3.50847 0.55916 -1.21568
N 2.21691 0.34818 -1.52493
C 1.92589 0.04540 -2.80361
H 5.00563 0.00407 -4.19181
H 5.54769 0.59606 -1.83395
H 3.73899 0.85858 -0.20651
H 0.89085 -0.13154 -3.04851

Atomic forces in eV per Å
-0.6 1.0 0.9
0.0 -0.1 0.0
-0.4 0.3 0.0
0.0 0.3 0.0
0.0 0.0 0.0
0.0 0.2 0.2
0.1 0.0 0.0
0.1 0.1 0.0
0.1 -0.1 0.0
0.1 0.2 -0.1
0.1 -0.1 0.0
0.1 0.2 -0.2
0.1 -0.1 0.0
0.0 0.0 0.0
0.0 0.0 0.0
0.0 0.0 0.0
0.0 0.0 0.0
0.0 0.0 0.0
0.0 0.0 0.0
0.0 0.0 0.0
0.0 0.0 0.0
0.0 0.0 0.0
0.0 0.0 0.0
0.0 0.0 0.0
0.0 0.0 0.0
0.0 0.0 0.0
0.0 0.0 0.0
0.0 0.0 0.0
0.0 0.0 0.0
0.0 0.0 0.0
0.0 0.0 0.0
0.0 -0.1 0.1
0.1 0.2 0.0
-0.2 -0.2 -0.6
0.1 -0.1 0.0
0.0 0.1 -0.2
-0.1 0.0 0.0
0.3 0.2 0.3
-0.3 -0.4 -0.2
0.0 0.0 0.0
-0.5 -1.0 0.4
0.1 0.3 -0.1
-0.2 -1.4 -1.2
0.0 0.0 0.0
0.0 0.0 0.0
0.0 0.0 0.0
0.0 0.0 0.0
0.1 0.2 0.0
-0.2 0.0 -0.2
0.2 0.0 0.3
0.8 0.2 0.6
0.1 0.0 0.3
-0.1 0.0 -0.3
0.0 0.0 0.1
0.0 0.0 0.0
0.1 0.2 0.0
0.0 0.0 0.0
0.1 0.0 -0.2
0.0 0.0 0.0
0.0 0.0 0.0
0.0 -0.1 0.0
0.0 0.0 0.0

## Properties
LUMO energy, eV: -7.820
HOMO, eV: -14.478
HOMO-LUMO gap, eV: 6.66
Charge: +2
Energy above the lowest of the compared OMol25 structures with the same formula, charge and spin, kcal per mole: 0.0
Energy, a.u.: -2995.73825


Record 4
ORCA calculation (ωB97M-V with the def2-TZVPD basis set) on one molecule with the formula C24H27N3O4S2.

CARTESIAN COORDINATES (ANGSTROEM)
C -5.22532 -3.33591 -0.44411
C -4.54960 -2.07303 -0.84461
C -5.03361 -0.90832 -1.35670
C -3.91868 -0.05461 -1.54665
C -2.83046 -0.75759 -1.12859
C -1.36493 -0.45783 -1.07948
C -1.04055 1.02933 -1.32563
O -1.72192 1.71442 -2.06136
N 0.06451 1.47066 -0.70955
C 0.54788 2.82417 -0.87198
C 0.68410 3.53229 0.48958
C 2.17787 3.49212 0.79830
C 2.80011 3.72962 -0.57385
C 1.96153 2.83974 -1.49132
N -0.76037 -1.00078 0.13044
C -1.21989 -0.55849 1.44871
C -2.52982 0.15460 1.45181
C -3.74200 -0.36241 1.80246
C -4.78202 0.58880 1.75973
C -4.34047 1.82205 1.40581
S -2.65014 1.85041 1.11966
C 0.27828 -1.84526 -0.03309
O 0.68648 -2.18544 -1.12965
C 1.01828 -2.36527 1.21061
N 2.43654 -2.19920 0.96973
C 2.87766 -0.94208 0.72325
O 2.15082 0.03204 0.87787
C 4.27718 -0.80708 0.32287
C 4.93278 0.37399 0.09683
C 6.27311 0.19458 -0.28903
C 6.62482 -1.11780 -0.35358
S 5.32920 -2.16160 0.05421
O -3.20573 -1.99358 -0.71252
H -6.29367 -3.24720 -0.61583
H -5.05095 -3.54967 0.61014
H -4.83908 -4.17397 -1.02327
H -6.05688 -0.67964 -1.57389
H -3.91661 0.93988 -1.93847
H -0.87244 -1.00191 -1.90338
H 0.65497 0.85740 -0.16062
H -0.18344 3.32480 -1.51061
H 0.07962 3.04197 1.25049
H 0.34848 4.56580 0.40093
H 2.47599 4.23665 1.53530
H 2.44787 2.50127 1.16529
H 3.86148 3.48611 -0.61495
H 2.68175 4.77766 -0.85492
H 1.95244 3.19304 -2.52067
H 2.35762 1.82284 -1.48551
H -0.45422 0.09832 1.88370
H -1.33859 -1.44328 2.08342
H -3.88768 -1.39385 2.06986
H -5.80890 0.36100 1.98087
H -4.90596 2.72531 1.29320
H 0.76950 -1.81343 2.11591
H 0.79922 -3.42460 1.34402
H 2.95520 -2.98220 0.60529
H 4.45427 1.32880 0.21264
H 6.94670 1.00266 -0.51001
H 7.57377 -1.54068 -0.61859

Atomic forces in eV per Å
0.4 0.1 0.0
-0.9 0.3 -0.2
0.2 -0.6 0.2
0.5 -0.2 0.1
-0.3 0.8 -0.5
-0.1 -0.3 -0.3
0.0 -0.5 0.0
-0.2 0.1 -0.3
0.3 0.0 0.3
-0.2 0.2 -0.1
0.1 0.0 0.1
0.0 0.2 0.0
0.0 -0.1 0.0
0.1 0.1 -0.1
-0.3 0.2 -0.3
0.2 0.0 0.3
-0.1 0.3 0.2
0.3 0.1 0.0
-0.1 0.1 0.0
0.3 0.1 -0.1
-0.4 -0.4 0.3
0.1 -0.2 0.1
0.2 -0.2 -0.1
0.0 0.3 -0.1
-0.1 -0.1 0.1
0.0 -0.3 0.2
-0.1 0.1 0.0
0.7 0.0 -0.3
-0.4 -0.3 0.1
0.2 -0.1 0.0
-0.2 -0.3 0.1
0.0 0.6 0.0
0.3 -0.3 0.0
-0.1 0.0 0.0
0.0 -0.1 0.1
0.0 -0.1 0.0
-0.3 0.0 0.0
0.1 0.2 -0.1
-0.1 0.2 0.2
-0.1 -0.2 -0.1
0.1 -0.1 0.1
-0.1 0.1 0.0
0.0 0.1 0.0
0.0 0.0 0.1
0.1 0.0 0.1
0.1 0.1 0.0
0.1 0.1 0.0
0.0 -0.1 -0.1
0.0 0.0 0.0
-0.1 -0.2 0.1
0.1 0.2 0.0
0.0 -0.2 0.0
-0.2 0.0 0.0
-0.2 0.2 0.0
-0.1 -0.2 -0.1
0.0 0.1 0.0
-0.1 0.1 0.0
-0.2 0.2 0.0
0.1 0.1 0.0
0.2 0.0 -0.1

## Properties
SMILES: Cc1ccc([C@@H](C(=O)NC2CCCC2)N(Cc2cccs2)C(=O)CNC(=O)c2cccs2)o1
LUMO energy, eV: 0.088
HOMO, eV: -7.706
HOMO-LUMO gap, eV: 7.79
Energy above the lowest of the compared OMol25 structures with the same formula, charge and spin, kcal per mole: 1.1
Energy, a.u.: -2192.39447


- The highest energy above the lowest of the compared OMol25 structures with the same formula, charge and spin belongs to which entry?
  C24H27IN4NiSSi